24
Properties=species:S:1:pos:R:3:mulliken_charge:R:1 method="wB97M-V/def2-TZVPD" total_energy_ha=-998.703100 smiles="N/C1=N/N=C(/O)N(N)C(=[NH2+])CSC1" e_above_lowest_kcal_mol=44.72 charge=+1 gap_ev=8.12 spin_multiplicity=1
N 1.98 -0.28 1.34 -0.43
C 0.72 -0.80 1.03 0.74
N -0.31 -0.24 1.67 -0.40
N -1.50 -0.41 1.31 -0.17
C -1.89 -0.17 0.16 0.25
O -3.14 -0.44 -0.14 -0.46
N -1.17 0.85 -0.54 0.35
N -1.69 2.10 -0.22 -0.77
C 0.24 0.53 -0.61 0.07
N 1.09 1.56 -0.46 -0.38
C 0.52 -0.58 -1.67 -0.61
S -0.45 -2.00 -1.21 -0.12
C 0.55 -2.14 0.36 -1.01
H 2.12 0.17 2.22 0.26
H 2.67 -0.99 1.19 0.25
H -3.76 0.21 -0.48 0.38
H -1.12 2.50 0.46 0.23
H -1.62 2.68 -1.07 0.29
H 1.03 2.39 0.14 0.22
H 2.04 1.24 -0.51 0.32
H 0.41 -0.13 -2.67 0.45
H 1.67 -0.82 -1.75 0.36
H 1.46 -2.52 0.23 0.75
H 0.14 -2.69 1.20 0.46

18
Properties=species:S:1:pos:R:3:mulliken_charge:R:1 method="wB97M-V/def2-TZVPD" total_energy_ha=-326.956240 e_above_lowest_kcal_mol=74.48 charge=-1 s2=0.753 gap_ev="2.93 / 6.63" spin_multiplicity=2
C -1.58 -1.35 1.34 -0.56
O -2.72 -0.60 0.79 -0.49
C -0.11 -0.84 0.91 -0.80
C -0.12 -0.57 -0.65 -0.18
C 1.20 0.06 -1.09 -1.25
C 2.23 2.24 -0.93 -0.95
N 1.53 1.28 -0.42 -0.12
H -1.73 -2.38 0.94 0.32
H -1.67 -1.32 2.40 0.29
H -2.28 0.21 0.95 0.30
H 0.80 -1.39 1.13 0.43
H -0.31 0.21 1.34 0.22
H -1.04 0.03 -0.86 0.19
H -0.36 -1.60 -0.95 0.43
H 0.97 0.16 -2.15 0.30
H 2.12 -0.57 -1.07 0.27
H 2.76 3.05 -0.49 0.41
H 2.09 2.24 -1.98 0.18

18
Properties=species:S:1:pos:R:3:mulliken_charge:R:1 method="wB97M-V/def2-TZVPD" total_energy_ha=-327.012675 e_above_lowest_kcal_mol=39.06 charge=-1 s2=0.759 gap_ev="4.29 / 5.74" spin_multiplicity=2
N -0.50 1.65 1.29 -0.69
C 0.25 0.84 0.42 0.11
C -0.35 0.42 -0.82 -0.87
C -1.48 -0.47 -0.74 0.09
C -1.97 -1.19 -1.80 -0.97
C 1.74 1.00 0.49 -1.21
H -0.51 1.52 2.30 0.20
H -1.46 1.63 0.94 0.43
H 0.06 0.67 -1.80 0.29
H -2.05 -0.48 0.19 0.18
H -2.72 -1.97 -1.71 0.26
H -1.39 -1.10 -2.71 0.25
H 2.22 1.11 1.47 0.25
H 2.33 0.22 0.00 0.35
H 2.00 1.93 -0.10 0.37
H 0.89 -1.27 0.62 0.39
H 1.93 -2.39 0.90 0.28
O 1.03 -2.14 1.09 -0.71

18
Properties=species:S:1:pos:R:3:mulliken_charge:R:1 method="wB97M-V/def2-TZVPD" total_energy_ha=-327.112897 smiles="CC(C)N(C)C=O" e_above_lowest_kcal_mol=11.58 gap_ev=10.25 spin_multiplicity=1
C 1.39 0.15 -0.95 -1.47
C 0.18 -0.63 -0.45 0.42
C 0.57 -1.76 0.50 -1.40
N -0.83 0.25 0.14 0.13
C -0.45 1.14 1.23 -0.90
C -1.92 0.59 -0.61 0.09
O -2.14 0.23 -1.74 -0.56
H 1.96 0.58 -0.12 0.35
H 2.06 -0.51 -1.51 0.42
H 1.07 0.96 -1.61 0.35
H -0.33 -1.07 -1.32 0.31
H -0.28 -2.41 0.73 0.34
H 1.35 -2.38 0.04 0.39
H 0.98 -1.38 1.44 0.32
H -0.14 0.59 2.12 0.24
H 0.36 1.81 0.92 0.32
H -1.31 1.77 1.49 0.37
H -2.63 1.23 -0.05 0.29

18
Properties=species:S:1:pos:R:3:mulliken_charge:R:1 method="wB97M-V/def2-TZVPD" total_energy_ha=-326.963933 smiles="C=C(C)C.C=NO" e_above_lowest_kcal_mol=105.05 gap_ev=9.62 spin_multiplicity=1
C -0.19 1.76 0.41 -1.36
C -0.24 0.48 0.89 1.04
C -1.58 -0.30 0.87 -1.06
C 0.98 -0.17 1.47 -1.14
H -1.00 2.39 0.08 0.53
H 0.79 2.13 0.28 0.29
H -2.32 0.37 0.40 0.29
H -1.49 -1.27 0.31 0.26
H -1.96 -0.58 1.93 0.30
H 1.05 0.06 2.51 0.35
H 2.00 0.20 1.00 0.28
H 0.91 -1.24 1.24 0.25
C 0.77 -1.42 -1.99 -0.50
N 0.33 -0.54 -1.22 0.01
O 0.41 0.62 -1.95 -0.43
H 0.92 -1.19 -3.00 0.32
H 0.92 -2.46 -1.50 0.21
H -0.31 1.16 -1.72 0.36

18
Properties=species:S:1:pos:R:3:mulliken_charge:R:1 method="wB97M-V/def2-TZVPD" total_energy_ha=-327.035653 smiles=CCN1C[C@H]1CO e_above_lowest_kcal_mol=60.05 gap_ev=10.50 spin_multiplicity=1
C -0.91 1.76 -1.07 -1.14
C 0.34 1.58 -0.23 -0.39
N 0.24 0.37 0.59 -0.29
C 1.46 -0.36 0.85 -0.60
C 0.46 -0.87 -0.12 0.41
C -0.43 -2.02 0.30 -1.09
O -1.78 -1.67 0.48 -0.50
H -0.87 2.71 -1.62 0.40
H -1.80 1.75 -0.43 0.29
H -1.02 0.95 -1.80 0.30
H 1.23 1.54 -0.88 0.27
H 0.48 2.42 0.45 0.34
H 2.40 0.03 0.47 0.27
H 1.52 -0.82 1.84 0.24
H 0.74 -0.81 -1.17 0.48
H -0.35 -2.85 -0.41 0.34
H -0.11 -2.27 1.35 0.30
H -1.60 -1.43 1.40 0.38

18
Properties=species:S:1:pos:R:3:mulliken_charge:R:1 method="wB97M-V/def2-TZVPD" total_energy_ha=-327.038394 smiles="C=C/C=C/NC.O" e_above_lowest_kcal_mol=58.33 gap_ev=8.12 spin_multiplicity=1
C -0.78 2.47 0.31 -0.80
C 0.02 1.91 -0.62 -0.33
C 0.44 0.52 -0.66 -0.25
C 1.06 -0.02 -1.72 -0.07
N 1.53 -1.31 -1.80 -0.16
C 1.49 -2.25 -0.72 -0.93
H -0.70 3.55 0.40 0.24
H -1.49 1.91 0.89 0.28
H 0.23 2.52 -1.50 0.26
H 0.20 -0.07 0.20 0.32
H 1.13 0.53 -2.65 0.28
H 2.13 -1.47 -2.59 0.24
H 2.22 -3.01 -0.96 0.32
H 0.50 -2.70 -0.61 0.30
H 1.71 -1.83 0.27 0.29
O -2.89 -0.68 3.89 -0.64
H -2.77 0.09 4.44 0.32
H -3.81 -0.94 3.87 0.32

18
Properties=species:S:1:pos:R:3:mulliken_charge:R:1 method="wB97M-V/def2-TZVPD" total_energy_ha=-327.116439 smiles="CC[C@@H](C)NC=O" e_above_lowest_kcal_mol=9.35 gap_ev=10.59 spin_multiplicity=1
C 1.85 -0.09 0.64 -1.12
C 0.85 -0.99 -0.09 -0.53
C -0.58 -0.41 -0.26 0.34
C -1.59 -1.13 0.64 -1.56
N -0.66 1.03 -0.01 -0.12
C -0.59 1.95 -1.00 -0.06
O -0.49 1.70 -2.18 -0.56
H 2.27 0.67 -0.03 0.27
H 1.40 0.43 1.49 0.27
H 2.69 -0.68 1.03 0.38
H 1.26 -1.22 -1.09 0.29
H 0.77 -1.94 0.43 0.39
H -0.89 -0.52 -1.30 0.25
H -1.60 -2.20 0.41 0.38
H -1.32 -1.03 1.70 0.36
H -2.60 -0.73 0.50 0.40
H -0.68 1.36 0.95 0.29
H -0.63 2.99 -0.60 0.34

| no. | M (g/mol) |
| --- | --- |
| 1 | 203.3 |
| 2 | 101.1 |
| 3 | 101.1 |
| 4 | 101.1 |
| 5 | 101.1 |
| 6 | 101.1 |
| 7 | 101.1 |
| 8 | 101.1 |